{"formula": "AsF6H22O11", "method": "ωB97M-V/def2-TZVPD", "energy_ev": -100029.2309, "relative_energy_kj_mol": 211.4, "homo_ha": -0.32327, "largest_force_ev_per_a": 2.6, "total_charge": -1, "e_lumo_ev": 2.2, "orbital_gap_ev": 11.0, "elements": ["As", "F", "F", "F", "F", "F", "F", "O", "H", "H", "O", "H", "H", "O", "H", "H", "O", "H", "H", "O", "H", "H", "O", "H", "H", "O", "H", "H", "O", "H", "H", "O", "H", "H", "O", "H", "H", "O", "H", "H"], "xyz": [[-0.2300, -0.8074, -0.2606], [0.5959, 0.4111, -1.3655], [-1.8366, -0.2174, -0.7829], [-1.0018, -1.9988, 0.9306], [1.4181, -1.3189, 0.2615], [-0.2057, 0.3642, 1.0848], [-0.2824, -1.9563, -1.6230], [4.2647, -3.4329, -0.8997], [3.4920, -3.0626, -0.4731], [4.3783, -4.2898, -0.4885], [-6.4180, 0.2947, 1.1870], [-6.1628, 0.8525, 1.9217], [-5.9429, 0.6531, 0.4372], [1.1211, 4.3285, -2.4743], [1.1972, 3.4372, -2.1337], [0.5526, 4.7769, -1.8482], [4.3008, 1.0351, -0.1408], [4.9634, 0.6380, 0.4244], [3.4868, 0.5896, 0.0940], [-4.9155, -2.9619, 1.5703], [-5.4808, -2.2487, 1.2736], [-4.0435, -2.7238, 1.2552], [0.7491, 4.3077, 1.8454], [0.3934, 4.4330, 0.9656], [0.4715, 3.4258, 2.0932], [-1.5398, 3.2070, 4.6601], [-2.1747, 3.8128, 5.0423], [-1.2683, 3.6271, 3.8440], [-5.4199, -0.1121, -2.5558], [-4.7776, -0.5474, -3.1164], [-4.8954, 0.3281, -1.8870], [3.2444, 1.5299, 3.2485], [3.8953, 0.8286, 3.2201], [3.5243, 2.1447, 2.5703], [0.1997, -5.9312, -3.0209], [1.0178, -6.4199, -2.9313], [0.4372, -5.0263, -2.8184], [4.4525, -0.6641, -3.3950], [4.1783, -1.4088, -2.8597], [4.2613, 0.1028, -2.8550]]}